Record 1
DFT (wB97M-V/def2-TZVPD) results for a 2-piece molecular cluster, C22H19ClF4O4 overall at a distorted geometry.

```
50
Properties=species:S:1:pos:R:3:forces:R:3:lowdin_charge:R:1
C -4.84451 -2.70253 -1.70216 -0.3 0.2 -0.1 -0.071
C -3.39742 -2.88856 -1.33414 0.0 -0.2 -0.2 -0.209
O -2.74602 -1.58553 -1.35856 0.3 0.0 0.6 -0.002
C -1.44539 -1.66736 -1.04818 1.2 -2.1 0.1 -0.463
C -0.58440 -0.38478 -0.88699 -1.4 0.2 -0.6 -0.455
Cl 0.50406 -0.30353 -2.21182 0.6 0.1 -2.0 0.794
C -1.37284 0.97490 -0.90221 0.8 0.0 0.1 -0.503
O -0.77874 2.01004 -0.72250 -0.2 -0.2 0.2 0.085
O -2.68360 0.92800 -1.22347 0.6 0.2 0.5 -0.019
C -3.36492 2.21463 -1.26368 0.0 0.1 -0.1 -0.205
C -4.81323 1.94331 -1.58349 -0.3 -0.3 -0.1 -0.074
O -0.92799 -2.78716 -0.93865 -0.6 2.2 -0.1 0.043
H -5.35874 -3.66854 -1.66306 0.1 0.1 0.0 0.081
H -5.36292 -2.02854 -1.01083 0.1 0.0 -0.2 0.079
H -4.93475 -2.32024 -2.72269 -0.1 0.0 0.2 0.082
H -3.30374 -3.33242 -0.33133 0.2 0.2 -0.3 0.132
H -2.89544 -3.54779 -2.05619 -0.1 0.2 0.3 0.130
H -3.27615 2.73886 -0.30358 0.3 -0.2 -0.2 0.128
H -2.91683 2.83230 -2.05242 0.1 -0.1 0.3 0.130
H -5.38310 2.87648 -1.60440 0.2 0.0 0.0 0.079
H -4.90748 1.47532 -2.56991 0.0 0.0 0.2 0.082
H -5.28423 1.29038 -0.83687 0.2 0.1 -0.2 0.080
F 5.04380 -2.76712 -1.64443 -1.0 -0.1 0.5 0.039
C 3.81417 -2.93409 -1.05104 0.3 0.2 -0.2 -0.231
C 3.26230 -4.21120 -1.02740 0.1 0.5 0.3 0.079
C 2.04412 -4.33016 -0.36944 -0.3 -0.1 -0.2 -0.222
F 1.43971 -5.56242 -0.37671 0.5 1.0 0.3 0.047
C 1.38170 -3.24860 0.20831 0.4 0.0 -0.4 0.039
C 1.87067 -1.93566 0.01321 0.5 -1.3 0.0 -0.219
C 1.09789 -0.77947 0.47606 -2.3 -0.7 0.8 -0.104
C 1.83678 0.34936 0.92741 -0.3 2.3 1.6 -0.056
C 1.36053 1.33700 1.77684 0.5 -2.3 -1.5 0.001
C 2.12966 2.47271 2.21187 0.3 1.9 1.0 -0.193
C 1.60248 3.33771 3.22455 0.5 -0.6 -0.8 0.048
C 2.30955 4.47229 3.58017 0.1 0.7 0.6 -0.238
F 1.81229 5.29835 4.56849 0.3 -0.9 -0.9 0.035
C 3.52174 4.84708 3.00507 -0.1 -1.0 -0.6 0.077
C 4.01814 3.97396 2.01957 0.5 0.7 0.4 -0.231
F 5.22710 4.28360 1.44081 -1.1 -0.3 0.5 0.043
C 3.36038 2.83200 1.62210 -0.1 -0.7 -0.3 0.041
C 3.16006 -1.81447 -0.54957 -0.2 0.3 -0.5 0.030
H 3.77957 -5.05631 -1.46845 -0.2 0.1 0.1 0.135
H 0.46542 -3.42478 0.74194 -0.1 0.0 -0.1 0.120
H 0.11878 -0.96650 0.90784 1.0 -0.5 1.2 0.113
H 2.90902 0.35876 0.74235 -0.3 0.1 -0.4 0.093
H 0.36573 1.20968 2.18196 -0.2 0.3 -0.1 0.122
H 0.66813 3.09608 3.71401 0.0 0.1 0.0 0.124
H 4.06353 5.73817 3.28847 -0.1 0.0 0.0 0.130
H 3.78885 2.19066 0.83817 -0.1 0.6 0.4 0.129
H 3.62628 -0.83384 -0.67500 -0.1 -0.5 -0.1 0.124
```
Forces are in eV/Å.

HOMO energy: -8.11 eV
DFT total energy: -54701.048 eV
HOMO-LUMO gap: 6.5 eV
LUMO energy: -0.060 hartree

Record 2
DFT (wB97M-V/def2-TZVPD) results for a 2-piece molecular cluster, C22H19F3NO8S2 overall at a distorted geometry.

```
55
Properties=species:S:1:pos:R:3:forces:R:3:lowdin_charge:R:1
C 6.79952 -2.16361 -0.66277 -0.9 0.2 0.6 -0.081
O 5.69869 -1.97751 0.25949 1.1 -0.3 -0.3 -0.114
C 4.43853 -1.83913 -0.23523 -1.3 0.1 -0.7 -0.290
C 3.38350 -1.71117 0.70492 1.0 -0.1 -0.4 -0.016
C 2.08406 -1.49577 0.27373 0.0 0.0 -0.3 -0.047
C 1.79950 -1.39297 -1.09329 -0.5 0.0 -0.2 -0.195
C 0.39977 -1.06286 -1.62227 0.0 -1.1 -0.4 -0.163
C 0.30488 0.32825 -2.06398 0.2 2.6 -1.8 -0.164
C 0.91572 0.65848 -3.36852 -0.8 -0.3 1.6 -0.444
O 1.37199 -0.12023 -4.18720 0.3 0.1 -0.1 0.038
O 0.80251 1.99446 -3.75648 0.0 0.5 0.5 0.039
C 0.54782 2.91051 -2.67957 -0.4 -0.4 -0.3 -0.541
C 1.76332 3.01915 -1.77199 0.3 -0.1 0.3 0.001
C 0.21354 4.26730 -3.29978 -0.1 -0.3 0.0 0.000
O -0.66134 2.50527 -1.99348 0.0 0.3 -0.6 0.031
C -0.91286 1.14171 -1.99911 1.0 -1.1 -0.3 -0.529
O -2.06158 0.74115 -2.00254 0.0 0.4 0.8 0.046
C 2.82714 -1.57544 -2.01697 0.0 -0.1 0.0 -0.033
C 4.13461 -1.81344 -1.61605 0.5 0.0 1.0 -0.022
H 7.66795 -2.23741 -0.00919 0.0 0.0 -0.2 0.081
H 6.68361 -3.09026 -1.24469 0.0 0.2 0.1 0.090
H 6.90695 -1.30559 -1.34416 -0.1 -0.2 0.2 0.090
H 3.63390 -1.78231 1.76296 -0.1 0.0 -0.2 0.108
H 1.27995 -1.40378 1.00754 0.2 0.0 -0.2 0.088
H 0.21420 -1.67238 -2.52589 -0.2 -0.5 0.6 0.128
H -0.35394 -1.22565 -0.84342 0.2 -0.5 -0.5 0.061
H 2.01042 2.06551 -1.29130 -0.2 0.3 -0.2 0.081
H 2.61523 3.33386 -2.38883 -0.2 0.0 0.1 0.092
H 1.58950 3.77416 -0.99846 0.0 -0.1 -0.1 0.086
H -0.71213 4.18038 -3.87251 0.1 0.0 0.0 0.090
H 0.06310 5.00757 -2.51034 0.0 -0.1 0.0 0.085
H 1.02036 4.59169 -3.95707 0.0 0.0 0.0 0.085
H 2.59350 -1.51291 -3.07831 0.0 0.0 0.3 0.102
H 4.92159 -1.95546 -2.36252 -0.3 0.1 0.3 0.097
F 1.13483 1.46861 1.86152 -1.5 0.2 0.2 0.074
C -0.22879 1.57213 1.97471 0.2 0.6 0.0 -0.779
F -0.57847 1.36871 3.25870 0.3 0.4 -0.6 0.098
F -0.57904 2.84336 1.62092 0.6 -0.8 0.7 0.072
S -0.98569 0.39783 0.83417 -0.8 -1.0 0.7 1.196
N -2.39887 -0.13362 1.76886 0.9 0.5 -1.0 -0.362
C -2.34539 -1.01990 2.86508 1.9 -0.4 -0.1 -0.443
O -1.32404 -1.54902 3.29229 -2.0 1.1 -0.4 0.098
C -3.75007 -1.16831 3.32888 -0.5 -0.6 0.9 -0.121
C -4.66282 -0.82896 2.35698 -0.9 -0.1 -0.4 -0.222
C -6.03851 -0.95993 2.50989 0.2 -0.1 0.3 -0.029
C -6.50939 -1.44945 3.72835 0.6 0.2 -0.1 -0.061
C -5.60236 -1.74885 4.76162 -0.1 0.1 -0.2 -0.064
C -4.22447 -1.61391 4.57609 0.1 0.1 -0.4 0.011
S -3.90694 -0.19081 0.88993 0.8 0.3 0.4 0.696
O -4.37197 1.14106 0.63126 0.2 -0.7 0.1 -0.252
O -3.82516 -1.18173 -0.14696 -0.2 0.6 0.8 -0.248
H -6.69550 -0.66528 1.69586 0.0 -0.1 0.2 0.125
H -7.57536 -1.56648 3.87868 0.1 0.0 0.1 0.104
H -6.00147 -2.08313 5.72093 0.2 0.1 -0.3 0.105
H -3.51401 -1.81389 5.37950 -0.2 -0.1 -0.3 0.125
```
Forces are in eV/Å.

HOMO energy: -3.58 eV
DFT total energy: -70815.541 eV
HOMO-LUMO gap: 5.2 eV
LUMO energy: 0.059 hartree
Charge: -1

Record 3
DFT (wB97M-V/def2-TZVPD) results for one molecule with the formula C22H19N5OS at a distorted geometry.

```
48
Properties=species:S:1:pos:R:3:forces:R:3:lowdin_charge:R:1
C 3.06032 -1.03134 4.02631 0.7 0.4 1.9 -0.027
C 1.69154 -0.78369 3.57513 -1.9 1.4 -1.2 -0.398
N 0.76703 -0.11045 4.29543 -1.3 -0.9 1.9 0.127
C -0.52549 -0.16422 3.92761 2.0 -0.6 -3.8 -0.022
C -0.85454 -0.63754 2.58113 -1.1 0.9 3.6 -0.174
N -2.23781 -0.55997 2.21604 0.8 0.3 -0.1 0.145
C -2.73502 0.02595 1.07119 -5.1 -1.6 1.3 -0.588
O -3.94251 -0.02380 0.83701 -1.6 -1.6 2.2 0.050
N -2.20567 0.57856 0.00615 5.0 1.6 -0.9 0.078
C -1.25106 1.57223 0.05628 1.0 -0.2 -1.3 -0.423
S -1.09236 2.64108 1.45349 0.4 -1.0 -1.1 1.115
C 0.24868 3.34150 0.63210 0.8 1.8 -2.3 -0.634
C 1.14901 4.44643 1.22186 -2.5 -1.5 1.6 -0.067
N 0.38360 3.00973 -0.64342 1.0 -0.5 1.9 0.087
C -0.35046 1.89617 -0.96051 -1.7 0.3 1.9 -0.264
C -0.19578 1.20057 -2.23461 -1.0 -0.4 -1.0 -0.178
C 1.04804 1.19935 -2.83052 1.8 0.3 -1.0 -0.044
C 1.26082 0.62253 -4.09449 -1.6 -0.6 0.8 -0.047
C 0.13537 0.01598 -4.69028 1.5 1.1 -1.3 -0.125
C -1.14168 0.12965 -4.24604 0.1 -0.6 1.6 -0.084
C -1.27836 0.62834 -2.94328 -0.8 0.2 0.2 -0.014
C 0.19749 -1.14826 1.88458 -1.5 -1.1 -3.6 -0.181
C 0.01820 -1.78819 0.46865 0.9 -0.1 0.0 -0.103
C -1.07551 -2.63006 0.13505 0.6 0.6 2.4 -0.076
C -1.21390 -3.19866 -1.09449 0.7 0.2 -1.6 -0.082
C -0.22256 -2.98338 -2.09251 0.4 0.6 3.1 -0.049
C 0.95073 -2.28928 -1.70851 -1.3 -0.8 -0.9 -0.084
C 1.08419 -1.67232 -0.48105 -2.2 0.1 0.9 -0.027
N 1.40822 -1.16221 2.35845 1.6 -1.4 -0.4 0.172
H 3.55892 -0.06619 4.21143 0.0 -0.4 0.1 0.091
H 3.01100 -1.59508 4.98006 0.2 0.5 -0.3 0.093
H 3.65381 -1.61763 3.34264 -0.2 0.0 -0.4 0.075
H -1.37440 0.20796 4.46797 0.2 0.5 0.9 0.107
H -2.97024 -0.80444 2.92230 1.0 0.5 -1.2 0.181
H -2.47476 0.05774 -0.79992 0.0 0.5 -0.7 0.127
H 2.13259 4.01873 1.29113 0.6 0.3 0.0 0.066
H 1.07039 5.35387 0.65414 0.2 0.3 -0.3 0.067
H 0.71728 4.61387 2.25783 0.9 0.2 -1.0 0.079
H 1.87208 1.71321 -2.30928 -0.4 -0.3 -0.3 0.119
H 2.20727 0.58956 -4.61281 0.1 0.1 0.3 0.099
H 0.13376 -0.39403 -5.67555 1.0 -0.4 -0.6 0.090
H -1.85288 -0.34513 -4.93318 -0.5 0.5 1.0 0.115
H -2.26210 0.60528 -2.47475 0.1 0.3 -0.4 0.103
H -1.77423 -2.96866 0.93650 0.4 0.7 -0.7 0.129
H -2.11565 -3.77387 -1.18609 -0.1 -0.4 -0.7 0.098
H -0.20244 -3.39901 -3.05285 -0.5 -0.7 -1.2 0.080
H 1.70363 -2.31458 -2.47740 0.5 0.6 0.1 0.099
H 1.88546 -1.00632 -0.26895 0.7 0.1 0.2 0.100
```
Forces are in eV/Å.

HOMO energy: -7.69 eV
DFT total energy: -43453.833 eV
HOMO-LUMO gap: 7.8 eV
LUMO energy: 0.005 hartree
SMILES: Cc1ncc(NC(=O)Nc2sc(C)nc2-c2ccccc2)c(-c2ccccc2)n1

Record 4
DFT (wB97M-V/def2-TZVPD) results for C22H20Br4CrN4O5P as an isolated structure.

```
57
Properties=species:S:1:pos:R:3:forces:R:3:mulliken_spin:R:1
Cr -0.12119 -0.20382 0.39577 -0.1 -0.1 0.0 0.979
N -3.32245 -1.88594 1.23106 0.1 0.0 0.0 0.000
N -3.08343 -1.01524 2.30475 -0.1 0.0 0.1 0.000
C -1.88580 -0.41870 2.57347 -0.2 0.2 -0.3 -0.003
O -1.76175 0.49150 3.36915 -0.1 -0.1 0.2 0.000
O -0.88180 -0.92839 1.86477 0.2 -0.1 0.3 0.014
H -2.92745 -1.47936 0.38518 0.0 0.0 0.0 0.000
H -2.83599 -2.75745 1.40998 0.0 0.0 0.0 0.000
H -3.89352 -0.58498 2.71926 0.0 -0.1 0.0 0.000
Br -0.04098 -4.58264 -2.10061 0.0 0.0 0.0 0.000
C 1.13504 -3.96698 -0.75988 0.1 0.0 0.0 0.008
C 2.16208 -4.81302 -0.30893 0.1 0.0 0.1 -0.004
C 3.03863 -4.39931 0.65429 -0.1 0.1 0.0 0.007
Br 4.39832 -5.58035 1.23971 0.0 0.0 0.0 0.000
C 2.93855 -3.09531 1.20912 0.1 -0.1 -0.1 -0.007
C 3.79037 -2.56281 2.20118 0.0 0.0 0.0 0.009
C 3.59606 -1.28412 2.64200 0.0 0.0 -0.1 -0.005
C 2.55123 -0.52154 2.09101 0.1 0.1 0.1 0.013
N 1.74016 -0.98308 1.17324 -0.2 0.0 0.0 -0.016
C 1.90866 -2.26049 0.73518 0.0 -0.1 -0.1 0.004
C 0.95723 -2.69263 -0.24897 0.2 -0.2 0.0 0.003
O 0.01887 -1.87988 -0.61215 -0.2 0.1 0.0 -0.001
H 2.24752 -5.80345 -0.73514 0.0 0.0 0.0 0.000
H 4.58512 -3.17640 2.60247 0.0 0.0 0.0 0.001
H 4.22582 -0.84829 3.40399 0.0 0.0 0.0 0.000
H 2.39353 0.49577 2.42526 0.0 -0.1 0.0 0.001
Br -4.43981 0.85865 -2.02373 0.0 0.0 0.0 0.000
C -3.42222 1.95306 -0.87084 0.2 -0.1 0.1 0.010
C -3.86071 3.26063 -0.60198 0.0 0.0 0.0 -0.006
C -3.16491 4.07341 0.24625 0.0 -0.1 0.0 0.008
Br -3.80251 5.82437 0.58269 0.0 0.0 0.0 0.000
C -1.97774 3.61595 0.87405 -0.1 0.0 -0.1 -0.008
C -1.19549 4.35706 1.78485 0.0 0.0 0.0 0.010
C -0.07759 3.79319 2.32826 0.0 -0.1 -0.1 -0.005
C 0.27929 2.48447 1.95735 0.0 0.1 0.0 0.017
N -0.41550 1.77424 1.10586 0.1 -0.1 0.1 -0.033
C -1.54537 2.31090 0.57497 -0.1 0.0 -0.1 0.024
C -2.27487 1.43318 -0.29195 -0.2 0.3 0.0 -0.023
O -1.82983 0.22618 -0.47097 0.1 -0.1 0.0 -0.009
H -4.76790 3.61339 -1.07211 0.0 0.0 0.0 0.000
H -1.49998 5.36037 2.05089 0.0 0.0 0.0 0.001
H 0.53357 4.32623 3.04091 0.0 0.0 0.0 0.000
H 1.15707 2.02121 2.38492 0.0 0.0 0.0 0.001
C 2.18318 -0.57644 -3.08397 -0.1 0.0 0.0 0.003
P 0.79207 0.44193 -2.56855 0.1 -0.1 -0.1 -0.004
C 0.93420 2.02923 -3.40017 0.0 -0.1 0.0 0.001
C -0.69869 -0.33501 -3.18671 0.2 0.0 0.0 0.002
O 0.86147 0.67284 -1.07116 0.1 0.3 -0.1 0.007
H 2.05542 -0.94682 -4.09959 0.0 0.0 0.0 0.000
H 2.24157 -1.42642 -2.40295 0.0 0.0 0.0 -0.001
H 3.10829 -0.00530 -3.01923 0.0 0.0 0.0 0.000
H 1.00131 1.90033 -4.47860 0.0 0.0 -0.1 0.000
H 1.81910 2.55180 -3.04034 0.0 0.0 0.0 0.000
H 0.05152 2.62338 -3.16721 0.0 0.0 0.0 0.000
H -0.53140 -0.58009 -4.23677 0.0 0.0 0.0 0.000
H -1.54370 0.34049 -3.09295 -0.1 0.1 0.0 0.000
H -0.90264 -1.23951 -2.61635 0.0 0.0 0.0 0.000
```
Forces are in eV/Å.

Multiplicity: 2
HOMO energy (alpha / beta): -7.71 / -7.85 eV
DFT total energy: -357221.654 eV
HOMO-LUMO gap (alpha / beta): 7.4 / 7.4 eV
LUMO energy (alpha / beta): -0.011 / -0.015 hartree
⟨S²⟩: 0.759